No. 1
Entry from OMol25: an isolated molecule of C6H10N2 (ωB97M-V/def2-TZVPD).

Geometry as ORCA input:
```
! RIJCOSX wB97M-V def2-TZVPD def2/J DEFGRID3
* xyz 0 1
C -1.15028 -2.03830 2.10734
C -0.42815 -1.32649 1.44267
C 0.37547 0.76297 0.16653
C -0.08443 -0.44881 -2.24564
C 0.71553 -0.58927 0.99491
C -0.49296 0.55295 -1.14480
N 1.20930 1.87628 0.35066
N -0.02040 1.70673 1.13168
H -1.86023 -2.70878 2.67517
H -0.80106 -0.26419 -3.09377
H -0.13474 -1.49694 -1.84910
H 0.96658 -0.14532 -2.48988
H 1.29166 -0.37825 1.87264
H 1.29146 -1.33425 0.37989
H -1.39721 0.17587 -0.57659
H -0.80575 1.51151 -1.44271
H 2.03065 1.75986 0.94127
H -0.70545 2.38446 0.77973
*
```

## Properties
- molecular weight (g mol⁻¹) = 110.160
- Kohn-Sham gap (eV) = 10.62
- highest occupied orbital energy (eV) = -9.593

No. 2
Entry from OMol25: an isolated molecule of C4H9NO (ωB97M-V/def2-TZVPD).

Geometry as ORCA input:
```
! RIJCOSX wB97M-V def2-TZVPD def2/J DEFGRID3
* xyz 0 1
C 2.00079 -0.44164 -1.01000
C 0.57091 -0.82840 -0.64371
C -0.10647 0.24039 0.24624
C -1.49935 -0.00474 0.76641
N -2.11149 1.15779 1.19065
O -1.92821 -1.09786 1.05480
H 2.24952 -0.96436 -1.93712
H 2.74180 -0.76829 -0.28230
H 2.01356 0.64556 -1.09165
H -0.09056 -0.93721 -1.50948
H 0.45939 -1.83323 -0.22722
H 0.53787 0.61713 1.03945
H -0.25188 1.05813 -0.47418
H -1.49137 1.80068 1.64433
H -3.09450 1.35606 1.23378
*
```

## Properties
- molecular weight (g mol⁻¹) = 87.122
- Kohn-Sham gap (eV) = 10.60
- highest occupied orbital energy (eV) = -9.709

No. 3
Entry from OMol25: an isolated molecule of C4H5N3 (ωB97M-V/def2-TZVPD).

Geometry as ORCA input:
```
! RIJCOSX wB97M-V def2-TZVPD def2/J DEFGRID3
* xyz 0 1
N 2.56702 -0.59607 1.23534
C 1.67381 -0.52274 0.50287
C 0.61618 -0.15068 -0.46223
C -0.71151 -0.96992 -0.47728
N -1.65878 -0.21096 0.33928
C -1.12977 0.92985 0.52057
N 0.10628 1.16864 -0.08209
H 1.08398 -0.13927 -1.45033
H -1.08355 -1.00382 -1.50922
H -0.61737 -1.99730 -0.11878
H -1.60248 1.73361 1.07919
H 0.75619 1.75866 0.42267
*
```

## Properties
- molecular weight (g mol⁻¹) = 95.105
- Kohn-Sham gap (eV) = 10.45
- highest occupied orbital energy (eV) = -9.704

No. 4
Entry from OMol25: an isolated molecule of C6H7NS (ωB97M-V/def2-TZVPD).

Geometry as ORCA input:
```
! RIJCOSX wB97M-V def2-TZVPD def2/J DEFGRID3
* xyz 0 1
C 2.29453 1.42252 0.56833
C -0.07974 0.31756 -0.50700
C -0.01729 -1.01076 -0.90334
C -1.15273 -1.74695 -0.60161
C -2.15578 -1.19838 0.20575
C -1.08971 0.81392 0.31728
H 3.02516 2.22701 0.43096
H 1.63058 1.62063 1.46423
H 2.75142 0.39608 0.68895
H 0.85591 -1.43139 -1.45021
H -1.17303 -2.80340 -0.93434
H -3.02632 -1.84520 0.40423
H -1.00117 1.82583 0.61706
N -2.12798 0.04714 0.67368
S 1.26616 1.36538 -0.97397
*
```

## Properties
- molecular weight (g mol⁻¹) = 125.196
- Kohn-Sham gap (eV) = 9.59
- highest occupied orbital energy (eV) = -8.840

No. 5
Entry from OMol25: a cluster of 2 separate species, C2H9NS2 in total (ωB97M-V/def2-TZVPD).

Geometry as ORCA input:
```
! RIJCOSX wB97M-V def2-TZVPD def2/J DEFGRID3
* xyz 0 1
C -5.16889 1.71138 1.38756
N -4.19467 2.82128 1.29824
H -6.18627 1.97009 1.13273
H -5.08845 1.20738 2.34822
H -4.85599 0.95438 0.66065
H -3.60789 2.64692 0.49924
H -4.70754 3.68335 1.19502
C 5.66507 -1.69342 -1.32918
S 5.00387 -2.92935 -0.19694
S 2.98187 -2.78859 -0.48887
H 4.86459 -1.11148 -1.77410
H 6.14585 -2.07009 -2.23473
H 6.37649 -1.07245 -0.79746
H 2.77196 -3.32939 -1.70038
*
```

## Properties
- molecular weight (g mol⁻¹) = 111.235
- Kohn-Sham gap (eV) = 9.50
- highest occupied orbital energy (eV) = -8.946

No. 6
Entry from OMol25: a structure of composition C26H31FeN2S (ωB97M-V/def2-TZVPD).

Geometry as ORCA input:
```
! RIJCOSX wB97M-V def2-TZVPD def2/J DEFGRID3
* xyz -1 5
C -3.87872 -2.16401 2.48325
C -3.05707 -0.96380 2.00032
C -3.18748 -0.85646 0.48184
C -3.56672 0.27168 2.73310
C -1.57677 -1.10498 2.38774
C -0.99357 -2.45290 2.04233
C 0.39806 -2.57271 2.59683
N 1.13874 -1.34325 2.30423
C 2.53144 -1.27977 2.42756
C 3.03292 -0.03572 2.04655
C 4.41303 0.18073 2.04556
C 5.26629 -0.86592 2.42776
C 4.74770 -2.10910 2.81880
C 3.36220 -2.32207 2.83378
S 1.74100 1.05664 1.62806
C 0.51515 -0.18412 1.91679
N -0.78128 -0.01404 1.79663
H -3.71939 -2.34657 3.55453
H -4.94699 -1.96105 2.33286
H -3.63828 -3.07816 1.92750
H -2.58842 -0.02482 0.09622
H -2.85316 -1.78658 0.00300
H -4.23602 -0.68183 0.20850
H -2.93228 1.13506 2.52743
H -4.59396 0.50256 2.42838
H -3.55030 0.09552 3.81705
H -1.54292 -1.01388 3.49525
H -1.60690 -3.25034 2.47190
H -0.99147 -2.58308 0.95143
H 0.37963 -2.73119 3.68626
H 0.92462 -3.41730 2.14461
H 4.79119 1.15406 1.74340
H 6.34538 -0.71026 2.42261
H 5.42015 -2.91439 3.11210
H 2.93000 -3.27170 3.15277
C -0.94104 2.65090 1.08948
C -2.28744 2.52418 0.61345
C -2.66961 2.96148 -0.69990
C -3.87184 3.73202 -1.07545
C -3.87765 3.91496 -2.50292
C -2.66563 3.32002 -3.04301
C -1.90005 2.77842 -1.94405
Fe -2.25135 4.68188 -1.67581
C -0.94807 5.59068 -0.49168
C -2.19625 6.33064 -0.58056
C -2.43698 6.63366 -1.98023
C -1.34558 6.07440 -2.75702
C -0.42602 5.42666 -1.83972
H -0.85463 3.01111 2.12390
H -0.61600 1.59460 1.09507
H -0.26201 3.19563 0.41929
H -3.10885 2.42695 1.31406
H -4.64560 3.99719 -0.35886
H -4.68400 4.35637 -3.08318
H -2.41143 3.23533 -4.09592
H -0.98098 2.20061 -1.98346
H -0.44142 5.31726 0.42650
H -2.78557 6.67638 0.26437
H -3.23976 7.25762 -2.36353
H -1.19146 6.20131 -3.82548
H 0.53086 4.97908 -2.09705
*
```

## Properties
- molecular weight (g mol⁻¹) = 459.460
- expectation value of S² = 6.07
- Kohn-Sham gap (alpha / beta) (eV) = 2.26 / 5.76
- highest occupied orbital energy (alpha / beta) (eV) = 0.262 / -3.836

No. 7
Entry from OMol25: a structure of composition C31H36N4SSc (ωB97M-V/def2-TZVPD).

Geometry as ORCA input:
```
! RIJCOSX wB97M-V def2-TZVPD def2/J DEFGRID3
* xyz -1 1
Sc -0.16949 -0.02403 -0.02026
N -1.26583 -1.99600 2.14891
N -0.31469 -2.10560 -1.24081
C 1.18328 1.70305 -0.49932
C 2.06938 0.55306 -0.17693
C 1.86795 0.18176 1.16751
C 2.47240 -0.95334 1.93611
H 2.99892 -1.62149 1.27034
H 1.75665 -1.55561 2.50490
H 3.16240 -0.51361 2.65300
C 0.77645 1.08653 1.74695
C 0.20660 0.97677 3.12782
H 0.74196 1.57816 3.79317
H 0.25315 -0.06272 3.48607
H -0.90031 1.26808 3.09517
C 0.36224 1.99357 0.68747
C -0.62924 3.08582 0.82263
H -1.43594 2.81320 1.50531
H -1.06463 3.34525 -0.14285
H -0.11357 3.96356 1.22203
C 3.05985 -0.06302 -1.10205
H 4.03860 -0.07553 -0.61476
H 3.13628 0.51870 -2.01809
H 2.80233 -1.09819 -1.37144
C 1.17032 2.47162 -1.77071
H 0.15029 2.66396 -2.13282
H 1.70266 1.94521 -2.56606
H 1.66277 3.43697 -1.60528
C -2.15954 -2.45318 3.06225
H -2.39300 -1.79118 3.91904
C -2.78414 -3.65966 2.90374
H -3.50575 -3.97859 3.65480
C -2.46909 -4.43608 1.79673
H -2.94946 -5.40232 1.64270
C -1.54385 -3.97491 0.87291
H -1.28194 -4.53912 -0.01118
C -0.94145 -2.76446 1.03556
C 0.01218 -2.24092 0.13561
H 1.06653 -2.43378 0.30810
C -0.30007 -0.85647 -1.82620
C -0.55545 -3.03288 -2.32969
H -0.63739 -4.09804 -2.18157
C -0.65844 -2.29029 -3.44574
H -0.84593 -2.53549 -4.46659
N -0.48513 -0.95862 -3.10970
C -0.43082 0.19169 -3.97098
C 0.78637 0.49133 -4.60440
C 0.83112 1.61459 -5.45247
H 1.77308 1.86647 -5.94590
C -0.29621 2.41536 -5.66572
C -0.23945 3.60805 -6.59499
H -0.27798 4.55650 -6.03970
H -1.08698 3.60748 -7.28884
H 0.67932 3.60515 -7.19141
C -1.48781 2.08702 -5.00770
H -2.37745 2.70360 -5.15652
C -1.57566 0.97795 -4.15006
C -2.85804 0.66165 -3.43058
H -3.29243 -0.29952 -3.74344
H -3.61075 1.44439 -3.61478
H -2.70189 0.60005 -2.34329
C 2.02110 -0.34135 -4.38711
H 2.17130 -1.08178 -5.18669
H 1.98002 -0.89812 -3.44391
H 2.92461 0.29294 -4.36792
S -1.83811 0.00173 4.47934
C -0.45500 -1.38212 4.76849
C 0.19530 -1.90438 3.91117
N -0.17487 -0.92946 1.96523
C -1.78901 -0.05122 2.44712
H -0.40617 -1.72353 5.89038
H 0.93115 -2.75518 3.82699
H -2.41053 0.54198 1.65910
*
```

## Properties
- molecular weight (g mol⁻¹) = 541.680
- Kohn-Sham gap (eV) = 2.94
- highest occupied orbital energy (eV) = -0.848

No. 8
Entry from OMol25: a structure of composition C32H56F3I2N2O6PS (ωB97M-V/def2-TZVPD).

Geometry as ORCA input:
```
! RIJCOSX wB97M-V def2-TZVPD def2/J DEFGRID3
* xyz 0 1
C 0.87288 1.19066 2.86912
C 0.43880 -0.13286 2.19638
C -0.77685 -0.06588 1.23925
I -0.48420 1.70728 0.02599
C -0.85530 -1.26300 0.25765
C -0.06893 -2.53774 0.66167
N -0.49266 -3.38111 1.76977
C -0.88519 -2.82572 2.99512
O -0.34681 -3.08546 4.02306
F -1.92600 -2.01678 2.98873
C 0.48513 -4.39000 2.07474
O 1.65246 -4.25350 2.02932
F -0.09113 -5.53065 2.38150
S 0.09701 -3.45545 -0.90799
O 0.43789 -4.81953 -0.66361
O 1.04728 -2.69653 -1.65659
O -1.34286 -3.46555 -1.62345
C -2.02234 -2.20535 -1.78900
F -1.25993 -1.43566 -2.62631
P -3.58266 -2.68854 -2.74811
O -4.86070 -2.05814 -2.35324
C -2.26276 -1.51980 -0.43563
I -3.52457 -3.06697 0.52240
C -3.17792 -0.28852 -0.52605
C -3.34434 0.47839 -1.69324
C -4.23284 1.54503 -1.58967
C -4.87764 1.85238 -0.41035
N -4.70780 1.13933 0.69782
C -3.88467 0.11305 0.59773
H 1.65853 1.69837 2.31882
H 0.03240 1.84197 3.10200
H 1.31746 0.92344 3.83333
H 1.32592 -0.51126 1.68320
H 0.24870 -0.80308 3.03668
H -1.65728 0.05012 1.86161
H -0.23928 -0.91852 -0.58069
H 0.97342 -2.25722 0.81900
H -3.29471 -2.36542 -4.09194
H -3.68798 -4.09284 -2.72295
H -2.84169 0.25827 -2.62322
H -4.43060 2.16676 -2.45528
H -5.54018 2.70961 -0.38244
H -3.74631 -0.46390 1.50882
C -0.59349 8.10600 5.11129
C 0.07157 8.00459 3.74146
C -0.37879 6.78554 2.93746
C -0.05023 5.43572 3.57748
C 1.43134 5.20223 3.86691
C 2.29854 5.20012 2.61204
H -0.35241 7.24964 5.74270
H -0.25997 9.00222 5.63636
H -1.67947 8.16076 5.01244
H 1.15836 8.00001 3.86044
H -0.16794 8.90362 3.16764
H 0.06581 6.83534 1.93950
H -1.46116 6.84148 2.78448
H -0.41015 4.64227 2.91421
H -0.61279 5.32595 4.50890
H 1.53712 4.23576 4.36820
H 1.80346 5.95135 4.57083
H 1.97094 4.41985 1.92118
H 3.34103 5.00499 2.86848
H 2.26173 6.15750 2.09077
C 4.63717 -5.04766 3.67463
C 5.14246 -5.20900 2.24381
C 4.53811 -6.41126 1.51973
C 4.85752 -7.76830 2.14977
C 6.34732 -8.08243 2.28260
C 7.07450 -8.15031 0.94274
H 4.89702 -5.90702 4.29504
H 5.07686 -4.16395 4.14079
H 3.55292 -4.93056 3.68869
H 6.23424 -5.27513 2.24460
H 4.89178 -4.30653 1.67978
H 4.87302 -6.40294 0.47857
H 3.45163 -6.29215 1.48410
H 4.38318 -8.54996 1.54779
H 4.39422 -7.83003 3.13847
H 6.45372 -9.04521 2.78983
H 6.83362 -7.34470 2.92660
H 6.63479 -8.91676 0.30120
H 8.12714 -8.39892 1.08716
H 7.03316 -7.19830 0.41184
C -2.95404 5.16428 -7.21201
C -3.59474 3.80257 -7.46563
C -3.90047 3.02784 -6.18477
C -2.67433 2.67824 -5.34075
C -1.60249 1.85541 -6.05052
C -2.09938 0.48886 -6.50216
H -1.99230 5.07128 -6.70545
H -2.77763 5.68819 -8.15237
H -3.60353 5.79041 -6.59696
H -2.95142 3.21068 -8.12215
H -4.53089 3.95086 -8.00979
H -4.44083 2.11309 -6.44382
H -4.58939 3.61595 -5.56975
H -2.99706 2.12772 -4.44985
H -2.22049 3.59871 -4.96142
H -0.77266 1.72141 -5.35106
H -1.19146 2.39346 -6.90848
H -2.47565 -0.08711 -5.65187
H -1.28433 -0.08038 -6.95234
H -2.89652 0.55501 -7.24342
*
```

## Properties
- molecular weight (g mol⁻¹) = 938.651
- Kohn-Sham gap (eV) = 8.85
- highest occupied orbital energy (eV) = -9.499

Number 1: calculated total energy -343.97165 Eh. Number 2: calculated total energy -287.79907 Eh. Number 3: calculated total energy -319.66409 Eh. Number 4: calculated total energy -685.75343 Eh. Number 5: calculated total energy -932.69429 Eh. Number 6: calculated total energy -2780.53644 Eh. Number 7: calculated total energy -2580.11697 Eh. Number 8: calculated total energy -3448.35684 Eh.